C24H38O8 | ωB97M-V/def2-TZVPD

highest occupied orbital energy: -7.900 eV
electronic energy: -41878.3840 eV
HOMO-LUMO gap: 7.19 eV

CARTESIAN COORDINATES (ANGSTROEM)
C -4.057 4.890 0.080
C -2.734 4.531 -0.255
C -2.473 4.051 -1.668
C -1.981 2.645 -1.801
C -1.756 1.635 -0.966
C -1.964 1.608 0.532
C -0.784 2.175 1.347
O 0.458 1.511 0.977
C 1.345 2.445 0.502
O 1.851 3.237 1.191
C 1.726 2.420 -0.991
C 1.828 3.836 -1.584
C -1.200 0.437 -1.723
O -0.586 -0.452 -1.362
O -1.651 0.680 -3.030
C -1.684 2.026 -3.185
O -1.571 2.683 -4.145
H -4.380 5.876 -0.281
H -4.717 4.236 0.656
H -1.977 4.670 0.521
H -3.401 4.151 -2.248
H -1.736 4.704 -2.186
H -2.017 0.527 0.816
H -2.929 2.021 0.846
H -0.949 2.055 2.423
H -0.671 3.229 1.076
H 0.958 1.846 -1.520
H 2.710 1.946 -1.095
H 2.317 4.546 -0.909
H 2.429 3.803 -2.504
H 0.846 4.245 -1.869
C 1.165 0.750 -5.479
C 2.451 0.264 -6.132
C 3.371 1.460 -5.944
O 2.962 2.106 -4.733
C 1.701 1.570 -4.320
H 0.501 -0.053 -5.163
H 0.615 1.395 -6.170
H 2.843 -0.597 -5.584
H 2.333 -0.023 -7.177
H 3.264 2.178 -6.765
H 4.422 1.176 -5.868
H 1.881 0.941 -3.439
H 1.030 2.382 -4.038
C -1.417 -3.868 2.339
C -2.927 -3.793 2.171
C -3.225 -2.384 2.660
O -2.071 -1.590 2.359
C -0.989 -2.457 1.978
H -0.943 -4.627 1.717
H -1.168 -4.078 3.382
H -3.188 -3.886 1.113
H -3.471 -4.558 2.724
H -3.376 -2.363 3.745
H -4.103 -1.949 2.179
H -0.836 -2.351 0.899
H -0.077 -2.151 2.489
C 2.735 -5.643 4.830
C 2.240 -4.733 5.943
C 1.898 -3.464 5.179
O 1.494 -3.870 3.866
C 1.823 -5.251 3.679
H 2.682 -6.704 5.072
H 3.772 -5.401 4.585
H 1.338 -5.154 6.393
H 2.970 -4.569 6.735
H 2.773 -2.813 5.078
H 1.094 -2.894 5.648
H 0.890 -5.827 3.699
H 2.292 -5.385 2.704

---

C24H39BBr2F3INO6 | ωB97M-V/def2-TZVPD

highest occupied orbital energy: -12.236 eV
electronic energy: -196299.6070 eV
total charge: +1
HOMO-LUMO gap: 9.20 eV

CARTESIAN COORDINATES (ANGSTROEM)
C -1.975 1.695 4.523
C -1.407 1.661 2.991
B -0.052 0.739 2.892
O 0.660 0.575 4.160
C 0.452 0.005 1.495
C -0.743 -0.707 0.704
C -0.344 -1.211 -0.796
C -1.053 -2.599 -1.216
C -2.434 -2.240 -1.989
O -2.337 -2.128 -3.241
I -4.314 -1.922 -0.936
C 1.224 -1.116 -1.151
C 2.056 -2.468 -1.186
Br 3.272 -2.764 -2.768
C 2.067 -3.552 -0.291
C 2.996 -4.863 -0.516
Br 0.993 -3.531 1.338
C 1.991 0.166 -0.519
C 3.532 -0.056 -0.153
C 3.883 -0.797 1.201
C 3.899 0.063 2.550
C 4.347 1.586 2.430
O 5.772 1.800 2.294
C 6.447 1.801 3.548
C 6.235 2.845 4.731
O 7.329 0.917 3.724
N 1.185 0.894 0.551
C 0.368 1.971 -0.113
C 1.248 3.344 -0.170
H -1.544 2.582 5.119
H -1.746 0.736 5.095
H -3.101 1.844 4.444
H -2.208 1.376 2.234
H -1.035 2.744 2.799
H 0.380 -0.330 4.462
H 1.222 -0.776 1.872
H -1.123 -1.613 1.314
H -1.625 0.014 0.648
H -0.873 -0.426 -1.464
H -0.451 -3.233 -1.942
H -1.381 -3.191 -0.285
H 1.183 -0.853 -2.284
H 4.110 -4.619 -0.409
H 2.673 -5.659 0.246
H 2.739 -5.297 -1.547
H 2.058 0.973 -1.350
H 4.023 0.992 -0.204
H 4.059 -0.632 -1.006
H 4.941 -1.248 1.083
H 3.186 -1.689 1.361
H 2.886 -0.056 3.061
H 4.663 -0.445 3.255
H 3.845 2.175 1.575
H 3.988 2.113 3.397
H 6.410 2.278 5.720
H 6.868 3.792 4.649
H 5.139 3.210 4.796
H 1.908 1.401 1.113
H 0.026 1.693 -1.181
H -0.587 2.262 0.433
H 1.485 3.652 0.905
H 0.515 4.137 -0.576
H 2.172 3.222 -0.833
C -5.908 -1.469 -4.093
C -5.736 -0.277 -5.015
O -6.946 -0.022 -5.743
C -7.891 0.685 -5.089
O -7.772 1.093 -3.962
C -9.098 0.927 -5.991
F -9.467 -0.180 -6.668
F -8.847 1.876 -6.917
F -10.182 1.335 -5.309
H -6.251 -2.342 -4.654
H -4.966 -1.713 -3.599
H -6.660 -1.268 -3.326
H -4.964 -0.495 -5.755
H -5.416 0.613 -4.467

---

C24H40BBrCl6CsF14MgNO11P | ωB97M-V/def2-TZVPD

highest occupied orbital energy: -8.488 eV
electronic energy: -248715.2602 eV
total charge: +1
HOMO-LUMO gap: 1.23 eV

CARTESIAN COORDINATES (ANGSTROEM)
C 0.359 3.827 1.703
N 0.693 4.584 0.493
C 2.101 4.801 0.279
P 2.670 3.432 -0.751
C 4.047 2.610 0.163
O 5.141 3.497 0.101
O 6.153 2.822 -0.690
C 1.248 2.377 -1.066
C 1.570 0.927 -1.599
C 1.766 -0.028 -0.428
O 2.584 0.889 -2.608
C 3.416 4.110 -2.346
F 2.443 4.249 -3.247
F 4.336 3.273 -2.852
F 3.970 5.256 -2.114
H -0.523 3.221 1.508
H 1.173 3.130 1.913
H 0.216 4.448 2.586
H 0.282 5.515 0.476
H 2.256 5.801 -0.238
H 2.693 4.755 1.204
H 4.315 1.632 -0.232
H 3.733 2.537 1.206
H 6.692 3.574 -0.981
H 0.574 2.938 -1.757
H 0.705 2.270 -0.129
H 0.648 0.556 -2.112
H 2.470 -0.814 -0.694
H 2.072 0.494 0.477
H 0.813 -0.504 -0.199
H 3.417 1.232 -2.257
C -4.508 -0.701 -3.306
C -3.673 -0.036 -2.195
C -2.141 0.072 -2.313
F -1.510 -1.094 -2.581
F -1.636 0.528 -1.138
F -3.996 -0.562 -1.009
F -4.072 1.264 -2.198
O -4.842 -2.117 -3.272
C -3.843 -3.024 -3.631
C -3.212 -3.724 -2.408
F -2.964 -2.874 -1.409
F -2.052 -4.282 -2.814
F -2.951 -2.390 -4.418
F -4.418 -3.965 -4.411
H -5.476 -0.193 -3.208
H -4.130 -0.416 -4.292
H -1.864 0.786 -3.101
H -3.898 -4.496 -2.051
Cl -0.993 7.167 -0.128
C -0.476 7.957 -1.634
C -0.958 7.196 -2.844
Cl -0.122 5.626 -3.050
H 0.626 8.053 -1.577
H -0.943 8.944 -1.655
H -0.755 7.760 -3.751
H -2.026 7.001 -2.787
B -10.077 -1.653 -2.114
O -9.533 -0.526 -2.996
C -8.296 -0.314 -2.706
O -7.566 0.497 -3.250
C -7.851 -1.290 -1.590
O -6.726 -1.335 -1.153
O -8.865 -2.032 -1.275
F -10.439 -2.711 -2.911
F -11.092 -1.199 -1.330
Cs -6.027 -1.729 -5.308
F 1.729 6.807 -1.010
Mg 0.741 1.923 -3.474
C 0.433 -0.155 4.607
C -0.383 0.164 3.383
O -0.078 1.070 2.637
C -1.596 -0.693 3.127
H 1.274 0.531 4.672
H -0.176 -0.058 5.506
H 0.814 -1.177 4.540
H -2.291 -0.619 3.964
H -1.299 -1.737 3.015
H -2.096 -0.362 2.220
C 4.528 -2.033 2.783
O 3.357 -2.768 3.090
C 3.175 -3.926 2.296
C 3.558 -5.194 3.021
O 4.963 -5.225 3.293
C 5.404 -4.941 4.548
H 4.688 -1.323 3.592
H 5.406 -2.678 2.696
H 4.404 -1.478 1.846
H 3.738 -3.840 1.361
H 2.111 -3.994 2.051
H 3.340 -6.048 2.378
H 2.987 -5.315 3.943
H 5.199 -5.747 5.247
H 4.881 -3.883 4.992
H 6.478 -4.739 4.516
Br 3.834 -3.760 6.355
C 2.028 -9.290 2.961
Cl 3.220 -9.837 1.785
Cl 1.178 -10.665 3.642
Cl 2.850 -8.401 4.254
Cl 0.873 -8.207 2.169

---

Repeat the second record exactly.
C24H39BBr2F3INO6 | ωB97M-V/def2-TZVPD

highest occupied orbital energy: -12.236 eV
electronic energy: -196299.6070 eV
total charge: +1
HOMO-LUMO gap: 9.20 eV

CARTESIAN COORDINATES (ANGSTROEM)
C -1.975 1.695 4.523
C -1.407 1.661 2.991
B -0.052 0.739 2.892
O 0.660 0.575 4.160
C 0.452 0.005 1.495
C -0.743 -0.707 0.704
C -0.344 -1.211 -0.796
C -1.053 -2.599 -1.216
C -2.434 -2.240 -1.989
O -2.337 -2.128 -3.241
I -4.314 -1.922 -0.936
C 1.224 -1.116 -1.151
C 2.056 -2.468 -1.186
Br 3.272 -2.764 -2.768
C 2.067 -3.552 -0.291
C 2.996 -4.863 -0.516
Br 0.993 -3.531 1.338
C 1.991 0.166 -0.519
C 3.532 -0.056 -0.153
C 3.883 -0.797 1.201
C 3.899 0.063 2.550
C 4.347 1.586 2.430
O 5.772 1.800 2.294
C 6.447 1.801 3.548
C 6.235 2.845 4.731
O 7.329 0.917 3.724
N 1.185 0.894 0.551
C 0.368 1.971 -0.113
C 1.248 3.344 -0.170
H -1.544 2.582 5.119
H -1.746 0.736 5.095
H -3.101 1.844 4.444
H -2.208 1.376 2.234
H -1.035 2.744 2.799
H 0.380 -0.330 4.462
H 1.222 -0.776 1.872
H -1.123 -1.613 1.314
H -1.625 0.014 0.648
H -0.873 -0.426 -1.464
H -0.451 -3.233 -1.942
H -1.381 -3.191 -0.285
H 1.183 -0.853 -2.284
H 4.110 -4.619 -0.409
H 2.673 -5.659 0.246
H 2.739 -5.297 -1.547
H 2.058 0.973 -1.350
H 4.023 0.992 -0.204
H 4.059 -0.632 -1.006
H 4.941 -1.248 1.083
H 3.186 -1.689 1.361
H 2.886 -0.056 3.061
H 4.663 -0.445 3.255
H 3.845 2.175 1.575
H 3.988 2.113 3.397
H 6.410 2.278 5.720
H 6.868 3.792 4.649
H 5.139 3.210 4.796
H 1.908 1.401 1.113
H 0.026 1.693 -1.181
H -0.587 2.262 0.433
H 1.485 3.652 0.905
H 0.515 4.137 -0.576
H 2.172 3.222 -0.833
C -5.908 -1.469 -4.093
C -5.736 -0.277 -5.015
O -6.946 -0.022 -5.743
C -7.891 0.685 -5.089
O -7.772 1.093 -3.962
C -9.098 0.927 -5.991
F -9.467 -0.180 -6.668
F -8.847 1.876 -6.917
F -10.182 1.335 -5.309
H -6.251 -2.342 -4.654
H -4.966 -1.713 -3.599
H -6.660 -1.268 -3.326
H -4.964 -0.495 -5.755
H -5.416 0.613 -4.467

---

Copy entry 1 word for word.
C24H38O8 | ωB97M-V/def2-TZVPD

highest occupied orbital energy: -7.900 eV
electronic energy: -41878.3840 eV
HOMO-LUMO gap: 7.19 eV

CARTESIAN COORDINATES (ANGSTROEM)
C -4.057 4.890 0.080
C -2.734 4.531 -0.255
C -2.473 4.051 -1.668
C -1.981 2.645 -1.801
C -1.756 1.635 -0.966
C -1.964 1.608 0.532
C -0.784 2.175 1.347
O 0.458 1.511 0.977
C 1.345 2.445 0.502
O 1.851 3.237 1.191
C 1.726 2.420 -0.991
C 1.828 3.836 -1.584
C -1.200 0.437 -1.723
O -0.586 -0.452 -1.362
O -1.651 0.680 -3.030
C -1.684 2.026 -3.185
O -1.571 2.683 -4.145
H -4.380 5.876 -0.281
H -4.717 4.236 0.656
H -1.977 4.670 0.521
H -3.401 4.151 -2.248
H -1.736 4.704 -2.186
H -2.017 0.527 0.816
H -2.929 2.021 0.846
H -0.949 2.055 2.423
H -0.671 3.229 1.076
H 0.958 1.846 -1.520
H 2.710 1.946 -1.095
H 2.317 4.546 -0.909
H 2.429 3.803 -2.504
H 0.846 4.245 -1.869
C 1.165 0.750 -5.479
C 2.451 0.264 -6.132
C 3.371 1.460 -5.944
O 2.962 2.106 -4.733
C 1.701 1.570 -4.320
H 0.501 -0.053 -5.163
H 0.615 1.395 -6.170
H 2.843 -0.597 -5.584
H 2.333 -0.023 -7.177
H 3.264 2.178 -6.765
H 4.422 1.176 -5.868
H 1.881 0.941 -3.439
H 1.030 2.382 -4.038
C -1.417 -3.868 2.339
C -2.927 -3.793 2.171
C -3.225 -2.384 2.660
O -2.071 -1.590 2.359
C -0.989 -2.457 1.978
H -0.943 -4.627 1.717
H -1.168 -4.078 3.382
H -3.188 -3.886 1.113
H -3.471 -4.558 2.724
H -3.376 -2.363 3.745
H -4.103 -1.949 2.179
H -0.836 -2.351 0.899
H -0.077 -2.151 2.489
C 2.735 -5.643 4.830
C 2.240 -4.733 5.943
C 1.898 -3.464 5.179
O 1.494 -3.870 3.866
C 1.823 -5.251 3.679
H 2.682 -6.704 5.072
H 3.772 -5.401 4.585
H 1.338 -5.154 6.393
H 2.970 -4.569 6.735
H 2.773 -2.813 5.078
H 1.094 -2.894 5.648
H 0.890 -5.827 3.699
H 2.292 -5.385 2.704

---

Which of these has the lowest highest occupied orbital energy?
C24H39BBr2F3INO6